[1]
Computed, not measured: a structure of composition C12H23CeN2O2P2Se at a distorted geometry, with wB97M-V/def2-TZVPD.

Summary:
Charge: +2
E_LUMO (alpha / beta), eV: -7.664 / -10.235
M, u: 508.35
E_HOMO (alpha / beta), eV: -12.697 / -12.693
2S+1: 2
<S²>: 0.7893
ΔE to the lowest compared entry with this formula, charge and spin, kcal per mole: 160.01

Atoms and positions in Å:
1 C 4.19 -0.50 1.55
2 H -4.93 1.24 0.32
3 Ce 0.20 1.26 0.92
4 H -0.04 -3.50 -3.43
5 H 3.19 -3.06 1.39
6 C -0.08 -2.71 -2.72
7 H -4.20 0.09 1.48
8 N -0.17 -0.68 -0.80
9 H -2.18 2.03 -2.15
10 O 2.29 2.00 -0.67
11 H 2.09 -2.50 -2.53
12 H 0.70 3.36 -0.59
13 O -0.07 3.69 -0.99
14 P 2.43 -0.80 1.26
15 H -0.41 2.70 1.51
16 H 1.85 -2.73 2.50
17 C -4.08 1.06 0.98
18 H -4.02 1.85 1.74
19 H 4.32 -0.25 2.60
20 H 2.38 1.19 -1.11
21 C 1.09 -2.19 -2.24
22 C -2.61 -0.63 -0.79
23 H -0.37 4.10 -0.06
24 Se -0.13 0.14 5.93
25 H 4.76 -1.40 1.33
26 C 2.23 -2.57 1.51
27 H -3.92 1.84 -1.76
28 H -2.97 3.17 -1.04
29 C -2.94 2.12 -1.36
30 C 1.04 -1.20 -1.23
31 H 2.72 2.44 -1.44
32 H -3.05 -1.29 -0.02
33 C -1.29 -2.22 -2.24
34 H 4.57 0.34 0.97
35 C -0.09 0.64 4.29
36 N -0.04 0.94 3.12
37 H 3.21 -0.78 -1.09
38 C 2.26 -0.91 -0.49
39 H -2.23 -2.61 -2.59
40 H -3.36 -0.52 -1.58
41 H 1.53 -2.99 0.80
42 C -1.31 -1.19 -1.31
43 P -2.52 1.05 0.05



[2]
Computed, not measured: a structure of composition C2H24O18Zn at a distorted geometry, with wB97M-V/def2-TZVPD.

Summary:
Charge: -2
E_LUMO, eV: 4.003
M, u: 401.59
E_HOMO, eV: -2.016
ΔE to the lowest compared entry with this formula, charge and spin, kcal per mole: 0.00

Atoms and positions in Å:
1 H -1.23 -1.64 -1.08
2 O -2.66 0.11 2.41
3 O 2.47 3.52 -2.61
4 H -2.28 3.17 0.03
5 O -0.58 -1.27 0.55
6 Zn -0.27 1.80 -1.06
7 O 1.15 3.10 -0.79
8 H -1.89 0.21 1.82
9 O -1.46 -2.14 -1.86
10 H 1.50 -2.35 -1.95
11 O 0.81 0.21 -0.52
12 H -2.38 0.42 -1.50
13 H 0.75 -1.53 1.44
14 H 2.08 0.99 -2.93
15 O -1.68 0.71 -2.10
16 C -0.13 -0.07 0.28
17 O -0.28 2.34 2.70
18 O 0.20 -0.16 3.91
19 H -0.27 0.56 3.42
20 H 3.62 -0.12 -0.28
21 O 3.06 -0.04 0.48
22 H -2.02 4.10 -1.17
23 H 3.40 0.17 -3.04
24 H 2.24 -1.29 1.69
25 O -0.17 -4.03 -0.41
26 H -2.83 0.89 2.92
27 O 1.47 -1.70 2.06
28 O 1.81 -2.32 -1.03
29 O 2.59 0.38 -3.47
30 H -1.95 -2.06 1.11
31 O -1.62 3.40 -0.64
32 H 0.72 -0.67 3.28
33 H 0.41 2.85 2.30
34 H 2.08 0.06 0.14
35 O -2.94 -2.18 1.23
36 H -0.35 -3.92 0.52
37 H -3.14 -1.29 1.61
38 O 0.60 2.12 -2.72
39 H -1.19 -2.99 -1.50
40 H -1.66 -0.04 -2.67
41 H -0.48 1.68 2.02
42 C 1.47 2.94 -1.99
43 O -0.91 0.98 0.65
44 H 1.40 -1.47 -0.74
45 H 0.56 -3.42 -0.50



What is the ΔE to the lowest compared entry with this formula, charge and spin in the first record?
160.01 kcal per mole